{
  "formula": "C4H4DyO5",
  "method": "ωB97M-V with the def2-TZVPD basis set",
  "total_charge": 1,
  "s2": 9.4904,
  "e_homo_ev": [-14.4, -13.8],
  "spin_multiplicity": 6,
  "e_lumo_ev": [-5.986, -7.691],
  "gap_ev": [8.367, 6.159],
  "symbols": ["O", "C", "C", "O", "O", "C", "H", "H", "H", "O", "C", "O", "H", "Dy"],
  "positions_angstrom": [[1.69671, 2.00460, -2.32261], [2.58400, 1.19186, -1.74544], [0.39456, 1.74998, -1.73883], [3.77763, 1.28365, -1.89736], [1.98607, 0.29868, -0.96801], [0.53130, 0.33559, -1.20765], [-0.37066, 1.85377, -2.51593], [0.23848, 2.51551, -0.96451], [0.37560, -0.35599, -2.05526], [-2.99234, -0.07878, 1.93792], [-2.89738, -1.19686, 2.56505], [-2.15433, -2.06452, 2.03179], [-4.07707, -1.22382, 2.58559], [-0.97767, -0.48291, 0.74576]],
  "forces_ev_per_angstrom": [[-1.2, 0.0, 0.1], [3.4, 1.6, -1.0], [-0.1, 0.7, 0.0], [-2.1, -0.5, 0.4], [-2.5, -1.9, 1.4], [2.6, 0.8, -1.8], [0.2, 0.0, 0.2], [0.0, -0.2, -0.1], [-0.5, -0.5, 0.7], [2.9, 2.6, 0.1], [-5.0, 0.2, -5.1], [1.7, -0.6, 1.5], [1.4, -1.9, 2.8], [-0.7, -0.4, 0.9]],
  "lowdin_charge": [0.09, -0.59, -0.14, 0.20, 0.03, -0.23, 0.14, 0.14, 0.12, -0.25, -0.48, -0.21, 0.21, 1.98]
}

=====

{
  "formula": "C4H4EuO5",
  "method": "ωB97M-V with the def2-TZVPD basis set",
  "total_charge": 0,
  "s2": 15.7615,
  "e_homo_ev": [-7.2, -7.3],
  "spin_multiplicity": 8,
  "e_lumo_ev": [-0.824, -0.838],
  "gap_ev": [6.359, 6.483],
  "symbols": ["O", "C", "O", "O", "H", "O", "C", "C", "O", "C", "H", "H", "H", "Eu"],
  "positions_angstrom": [[-1.42453, 2.17072, -1.81660], [-1.37955, 3.49662, -2.13869], [-1.76267, 3.94503, -3.22294], [-0.85573, 4.21982, -1.17960], [-0.27883, -2.89691, 1.80538], [-0.66994, -1.14152, 0.78857], [0.06693, -2.39533, 0.89656], [1.51356, -1.91826, 0.96377], [1.37021, -0.47134, 0.86733], [0.13391, -0.13014, 0.68213], [-0.16506, -2.99864, 0.01389], [2.13390, -2.24918, 0.12590], [2.01092, -2.13309, 1.91394], [-0.69313, 2.50221, 0.30037]],
  "forces_ev_per_angstrom": [[0.0, 0.5, 0.5], [-0.3, -0.5, -1.6], [0.3, -0.6, 1.2], [0.4, 0.4, 1.0], [0.1, 0.1, -0.3], [-0.1, -0.3, -0.4], [0.1, -0.4, 0.2], [0.2, -0.4, 0.2], [0.4, -0.2, -0.4], [-0.3, 0.7, 0.5], [0.0, 0.2, 0.2], [-0.2, 0.1, 0.2], [-0.1, 0.0, -0.2], [-0.5, 0.5, -1.1]],
  "lowdin_charge": [-0.35, -0.94, -0.01, -0.32, 0.13, -0.02, -0.09, -0.09, -0.02, -0.25, 0.14, 0.13, 0.13, 1.56]
}

=====

{
  "formula": "C4H4F12MgN2O10S4",
  "method": "ωB97M-V with the def2-TZVPD basis set",
  "total_charge": 0,
  "e_homo_ev": -11.0,
  "e_lumo_ev": -1.029,
  "gap_ev": 9.998,
  "symbols": ["Mg", "C", "F", "F", "F", "S", "O", "O", "N", "S", "O", "O", "C", "F", "F", "F", "C", "F", "F", "F", "S", "O", "O", "N", "S", "O", "O", "C", "F", "F", "F", "O", "H", "H", "O", "H", "H"],
  "positions_angstrom": [[0.57883, 0.08479, -0.73330], [-1.78297, -3.25445, -1.22788], [-0.55700, -3.74562, -1.14651], [-2.08060, -3.01634, -2.47716], [-2.54681, -4.27286, -0.77278], [-2.17540, -1.70802, -0.19639], [-3.64712, -1.49923, -0.18148], [-1.62739, -2.06295, 1.07970], [-1.22930, -0.38961, -1.00515], [-2.37617, 0.37949, -1.88194], [-1.69865, 1.37342, -2.69685], [-3.32649, -0.45857, -2.67922], [-3.42260, 1.47927, -0.57970], [-2.82206, 1.51939, 0.58896], [-3.50395, 2.69663, -1.04538], [-4.65741, 0.89985, -0.47375], [0.25225, -0.10570, 3.33732], [0.70579, 0.72502, 4.25936], [-0.11157, -1.17816, 3.95150], [-0.90095, 0.35022, 2.77773], [1.57423, -0.61912, 2.00361], [2.91025, -0.77257, 2.61152], [1.09017, -1.84204, 1.33861], [1.40495, 0.67204, 0.77746], [2.02255, 1.99294, 1.36558], [1.17772, 3.05084, 0.85547], [2.44434, 2.05822, 2.75770], [3.68060, 2.08991, 0.36454], [4.29066, 3.22986, 0.80160], [4.45476, 1.02866, 0.56098], [3.40458, 2.15300, -0.95373], [1.39741, -1.64704, -1.32189], [2.02621, -1.73877, -2.03773], [1.53198, -2.42652, -0.78288], [1.03623, 1.45565, -2.10361], [0.98160, 1.20621, -3.02612], [1.50134, 2.29225, -2.10835]],
  "forces_ev_per_angstrom": [[-0.1, -0.4, -1.9], [-1.2, -1.1, 0.2], [0.9, 0.9, 0.2], [0.0, 0.1, -0.7], [-0.3, 1.0, 0.0], [-2.0, -0.2, 1.4], [3.8, -0.2, -0.8], [0.7, 0.6, -0.6], [-4.8, -2.8, 0.8], [-2.7, 0.8, -3.5], [0.3, -0.4, 1.0], [2.5, 1.7, 2.7], [-0.7, -2.1, -0.9], [0.1, -0.3, 0.4], [-0.3, 0.2, -0.3], [1.5, 1.3, 0.0], [-1.4, 0.6, 0.1], [0.1, 0.2, -0.9], [0.3, -2.1, 0.5], [1.6, 0.5, -0.3], [2.0, -1.8, -0.7], [-3.0, 1.1, -1.0], [0.1, 2.3, 0.7], [1.6, -2.6, 5.4], [1.5, 3.8, 0.3], [0.8, -0.5, 0.0], [-0.8, -0.9, -2.1], [-0.8, 0.8, 1.4], [-0.4, -1.4, -1.0], [-0.2, 0.5, 0.0], [0.4, 0.3, 0.4], [0.5, 0.1, -0.7], [0.2, 0.0, -0.4], [-0.2, -0.2, 0.7], [0.3, -0.4, -0.3], [-0.5, 0.0, -0.4], [0.1, 0.4, 0.5]],
  "lowdin_charge": [0.54, -0.66, 0.15, 0.17, 0.14, 0.76, -0.27, -0.28, -0.34, 0.67, -0.32, -0.30, -0.62, 0.16, 0.18, 0.11, -0.65, 0.17, 0.19, 0.13, 0.80, -0.26, -0.32, -0.36, 0.61, -0.26, -0.25, -0.59, 0.12, 0.15, 0.11, -0.02, 0.10, 0.08, -0.01, 0.10, 0.09]
}

=====

{
  "formula": "C4H4F2",
  "method": "ωB97M-V with the def2-TZVPD basis set",
  "total_charge": 0,
  "e_homo_ev": -8.7,
  "smiles": "C=C1CC1(F)F",
  "e_lumo_ev": 0.944,
  "gap_ev": 9.625,
  "symbols": ["C", "C", "C", "C", "F", "F", "H", "H", "H", "H"],
  "positions_angstrom": [[-0.79792, 0.28913, -1.59614], [-0.09038, 0.23187, -0.52129], [0.43753, 0.67790, 0.74420], [0.28775, -0.85655, 0.82577], [1.37447, -1.63486, 0.68463], [-0.68088, -1.44530, 1.43092], [-1.15502, -0.69428, -2.02763], [-0.94301, 1.24102, -1.90478], [1.57962, 0.81296, 0.78771], [-0.01215, 1.37809, 1.57659]],
  "forces_ev_per_angstrom": [[0.0, -3.4, 0.1], [0.7, -3.7, 4.0], [2.4, 0.3, 3.5], [0.4, 4.4, -5.0], [0.0, 0.0, 0.5], [-1.4, -1.0, 1.2], [0.3, 1.7, 0.0], [-1.2, 2.6, -1.9], [-1.6, 0.2, -0.4], [0.4, -1.2, -2.0]],
  "lowdin_charge": [0.03, -0.15, -0.08, -0.46, 0.09, 0.15, 0.10, 0.02, 0.14, 0.15]
}

=====

{
  "formula": "C4H4F2",
  "method": "ωB97M-V with the def2-TZVPD basis set",
  "total_charge": 0,
  "s2": 2.0057,
  "e_homo_ev": [-5.3, -9.5],
  "spin_multiplicity": 3,
  "e_lumo_ev": [0.894, -2.505],
  "gap_ev": [6.190, 7.030],
  "symbols": ["C", "C", "C", "C", "F", "F", "H", "H", "H", "H"],
  "positions_angstrom": [[-0.31394, 0.21803, -0.05485], [-1.03783, 1.03166, 0.71475], [-0.30647, -1.05001, -0.76935], [1.10329, -0.02082, -0.10375], [1.74866, -0.40708, 0.96578], [1.82451, 0.69905, -1.03468], [-0.44421, 1.71348, 1.22436], [-2.14521, 0.92420, 0.91360], [-0.54415, -1.89681, -0.10707], [0.11535, -1.21170, -1.74877]],
  "forces_ev_per_angstrom": [[4.1, -4.8, -4.5], [-5.0, 1.5, 3.0], [0.4, 0.9, 3.1], [-2.5, 1.8, -2.0], [0.8, 0.0, -0.3], [0.9, -0.8, 1.1], [0.3, 1.4, 1.2], [1.6, 0.4, -0.5], [-0.8, -0.4, -1.0], [0.1, -0.1, -0.2]],
  "lowdin_charge": [-0.34, 0.03, 0.13, -0.37, 0.17, 0.08, 0.04, 0.08, 0.09, 0.08]
}

=====

{
  "formula": "C4H4F2N2",
  "method": "ωB97M-V with the def2-TZVPD basis set",
  "total_charge": 0,
  "e_homo_ev": -8.7,
  "smiles": "FC(F)c1ncc[nH]1",
  "e_lumo_ev": 0.904,
  "gap_ev": 9.578,
  "symbols": ["F", "C", "F", "C", "N", "C", "C", "N", "H", "H", "H", "H"],
  "positions_angstrom": [[-2.43665, -0.23222, 1.07501], [-1.90602, 0.38109, -0.01732], [-2.37940, -0.31602, -1.08753], [-0.44587, 0.40095, 0.01553], [0.46029, 1.27281, -0.02441], [1.70191, 0.74644, -0.02310], [1.68213, -0.63223, 0.01625], [0.44509, -1.10427, 0.04022], [-2.31682, 1.40422, -0.06547], [2.55397, 1.39278, -0.04343], [2.54591, -1.27322, 0.02790], [0.09547, -2.04033, 0.08636]],
  "forces_ev_per_angstrom": [[0.1, -0.1, 0.2], [-0.8, 0.6, -0.1], [0.1, -0.1, -0.2], [2.8, -4.4, 0.1], [-0.9, 0.6, 0.0], [0.6, -0.4, 0.0], [0.2, 0.3, 0.0], [-2.8, 4.1, -0.1], [0.3, -0.3, 0.0], [0.3, 0.0, 0.0], [0.1, -0.1, 0.0], [0.1, -0.2, 0.0]],
  "lowdin_charge": [0.05, -0.36, 0.05, -0.11, 0.09, -0.16, -0.17, 0.13, 0.16, 0.09, 0.11, 0.11]
}

=====

{
  "formula": "C4H4FN",
  "method": "ωB97M-V with the def2-TZVPD basis set",
  "total_charge": 0,
  "e_homo_ev": -9.1,
  "e_lumo_ev": 0.228,
  "gap_ev": 9.314,
  "symbols": ["C", "C", "C", "C", "N", "F", "H", "H", "H", "H"],
  "positions_angstrom": [[-0.93956, 1.17333, 0.00769], [-1.84406, 0.19886, 0.09104], [0.10118, -0.32195, 0.03476], [1.52744, -0.61852, -0.06076], [-0.97849, -0.99168, 0.11628], [2.27234, 0.52152, 0.09979], [-0.83687, 2.22973, -0.07893], [-2.92115, 0.15803, 0.12620], [1.77438, -1.02426, -1.05129], [1.84481, -1.32506, 0.71519]],
  "forces_ev_per_angstrom": [[1.6, -2.7, 0.0], [0.6, 0.4, -0.1], [-3.0, 3.0, 0.0], [0.8, -0.8, -0.2], [0.5, -0.7, 0.1], [0.1, 0.5, 0.1], [-0.1, 0.5, 0.0], [-0.1, 0.0, 0.0], [-0.2, -0.1, 0.2], [-0.2, -0.1, -0.1]],
  "lowdin_charge": [0.08, -0.16, -0.16, -0.18, 0.06, -0.04, 0.05, 0.09, 0.13, 0.13]
}

=====

{
  "formula": "C4H4FNO",
  "method": "ωB97M-V with the def2-TZVPD basis set",
  "total_charge": 0,
  "e_homo_ev": -8.3,
  "smiles": "Oc1c[nH]cc1F",
  "e_lumo_ev": 0.834,
  "gap_ev": 9.097,
  "symbols": ["O", "C", "C", "N", "C", "C", "F", "H", "H", "H", "H"],
  "positions_angstrom": [[-1.12896, -1.96038, 0.00001], [-0.45998, -0.77636, 0.00001], [0.89634, -0.55710, 0.00003], [1.11584, 0.78948, 0.00004], [-0.07030, 1.44778, 0.00001], [-1.06230, 0.50240, 0.00000], [-2.37994, 0.75737, -0.00003], [-0.49325, -2.68354, -0.00010], [1.70385, -1.26186, 0.00005], [2.02083, 1.22687, -0.00003], [-0.14215, 2.51535, 0.00001]],
  "forces_ev_per_angstrom": [[-0.2, -0.1, 0.0], [0.3, 0.1, 0.0], [0.0, -0.4, 0.0], [0.3, 0.1, 0.0], [-0.4, 0.2, 0.0], [0.1, 0.1, 0.0], [0.1, -0.1, 0.0], [0.0, 0.1, 0.0], [0.1, -0.1, 0.0], [-0.2, -0.1, 0.0], [0.0, 0.2, 0.0]],
  "lowdin_charge": [0.07, -0.28, -0.07, 0.00, -0.05, -0.23, 0.07, 0.11, 0.12, 0.15, 0.12]
}

=====

{
  "formula": "C4H4FNOS",
  "method": "ωB97M-V with the def2-TZVPD basis set",
  "total_charge": 0,
  "e_homo_ev": -9.0,
  "smiles": "ON1CC(F)=CC1=S",
  "e_lumo_ev": -0.183,
  "gap_ev": 8.832,
  "symbols": ["O", "N", "C", "C", "F", "C", "C", "S", "H", "H", "H", "H"],
  "positions_angstrom": [[-2.09308, -0.69346, -0.35555], [-0.70127, -0.64576, 0.03601], [0.34623, -0.61097, -1.04427], [1.33102, 0.33118, -0.37008], [2.50821, 0.47692, -0.94874], [0.94350, 0.77068, 0.79354], [-0.43522, 0.39508, 0.96289], [-1.69924, 0.78625, 1.98342], [-2.51631, -0.61269, 0.54036], [0.99487, -1.50678, -1.10154], [-0.15766, -0.15597, -1.93023], [1.47895, 1.46552, 1.43418]],
  "forces_ev_per_angstrom": [[1.6, -0.6, 0.1], [0.1, 1.2, -0.1], [-0.6, 1.2, 1.3], [-0.3, -1.0, -1.8], [0.2, 0.1, 0.1], [-0.1, 1.8, 1.5], [-2.1, -2.1, 0.1], [1.3, 0.5, -0.1], [0.2, 0.1, -0.5], [-1.2, -0.2, -0.7], [0.9, -0.8, 0.2], [-0.1, -0.3, 0.0]],
  "lowdin_charge": [-0.08, -0.16, -0.01, -0.28, 0.12, -0.01, -0.72, 0.69, 0.01, 0.14, 0.16, 0.13]
}

=====

{
  "formula": "C4H4FNOS",
  "method": "ωB97M-V with the def2-TZVPD basis set",
  "total_charge": 0,
  "e_homo_ev": -9.5,
  "e_lumo_ev": 0.526,
  "gap_ev": 10.048,
  "symbols": ["C", "C", "C", "C", "H", "H", "H", "H", "N", "O", "F", "S"],
  "positions_angstrom": [[-1.18576, 1.03710, -0.62030], [0.14333, 0.57287, -0.28074], [1.20307, -1.21986, 0.78270], [-0.80214, -0.54042, -0.66866], [-1.97419, 1.07401, 0.25346], [0.90503, 0.77756, -1.00408], [1.39980, 0.68379, 1.46912], [-1.49626, -0.81224, 0.14571], [0.74463, 0.16311, 0.99999], [2.13931, -1.78433, 1.35892], [-1.43387, 1.83710, -1.69387], [0.35707, -1.78867, -0.74225]],
  "forces_ev_per_angstrom": [[-1.5, -0.7, 0.8], [0.5, 0.7, 2.8], [2.1, 0.9, 0.5], [-2.0, 1.3, 0.9], [1.5, 0.4, -2.3], [0.0, 0.0, -0.8], [1.8, 1.6, 1.1], [0.6, 0.0, -0.2], [-1.8, -3.1, -1.9], [-3.0, 1.4, -1.3], [0.5, -0.4, 0.9], [1.3, -2.2, -0.5]],
  "lowdin_charge": [-0.18, -0.35, -0.62, -0.50, 0.19, 0.14, 0.09, 0.08, 0.08, 0.01, 0.04, 1.00]
}

=====

Energy above the lowest of the compared OMol25 structures with the same formula, charge and spin
In order: 357.33; 0.00; 290.22; 254.03; 251.81; 102.72; 372.18; 53.72; 221.46; 303.07
Unit: kJ/mol
Energy
In order: -38523.0594; -33777.6313; -109062.2030; -9643.8193; -9640.2378; -12626.6507; -8415.9391; -10466.9990; -21300.3205; -21299.4747
Unit: eV
Largest force on an atom
In order: 7.2; 1.7; 6.2; 6.7; 7.7; 5.2; 4.3; 0.5; 3.0; 4.1
Unit: eV/A